# 1
Entry from OMol25: C29H34BFeIN7OS3SeTe as an isolated structure in a non-equilibrium geometry (ωB97M-V/def2-TZVPD).

XYZ file:
```
79
Properties=species:S:1:pos:R:3:lowdin_spin:R:1
Fe 0.16 -1.49 -1.14 0.138
C 2.90 1.32 -3.05 0.000
N 3.29 1.14 -1.66 0.001
C 3.90 2.08 -0.87 0.000
C 4.16 1.48 0.31 0.000
N 3.73 0.17 0.23 0.001
B 4.18 -0.88 1.32 0.000
N 3.20 -2.09 1.55 0.000
C 3.74 -3.31 1.89 0.000
C 2.75 -4.11 2.32 0.000
N 1.59 -3.37 2.24 0.000
C 0.28 -3.84 2.68 0.000
C 1.88 -2.14 1.77 0.000
S 0.69 -0.93 1.45 -0.001
C 3.19 -0.03 -0.97 0.001
S 2.53 -1.48 -1.62 0.022
H 2.77 2.39 -3.24 0.000
H 1.96 0.80 -3.24 0.000
H 3.66 0.92 -3.72 0.000
H 4.10 3.08 -1.22 0.000
H 4.63 1.86 1.20 0.000
H 4.32 -0.26 2.35 0.000
H 5.22 -1.38 0.94 0.000
H 4.80 -3.50 1.78 0.000
H 2.75 -5.13 2.66 0.000
H 0.17 -4.89 2.41 0.000
H -0.49 -3.27 2.18 0.000
H 0.18 -3.72 3.76 0.000
N 0.74 2.05 0.44 0.000
C 0.21 2.18 -0.76 -0.001
S -0.43 0.88 -1.65 -0.001
N 0.12 3.42 -1.31 0.000
C 0.52 4.69 -0.84 0.000
C 1.55 4.91 0.08 0.000
C 1.87 6.20 0.46 0.000
C 1.20 7.29 -0.07 0.000
C 0.21 7.08 -1.02 0.000
C -0.13 5.79 -1.40 0.000
H 0.80 1.11 0.85 0.000
H 0.89 2.84 1.05 0.000
H -0.41 3.41 -2.17 0.000
H 2.13 4.09 0.46 0.000
H 2.67 6.35 1.18 0.000
H 1.46 8.30 0.23 0.000
H -0.31 7.92 -1.46 0.000
H -0.92 5.63 -2.13 0.000
N 2.08 -4.67 -1.37 0.001
C 0.79 -4.54 -1.04 0.000
O 0.38 -3.64 -0.31 -0.001
C -0.14 -5.56 -1.65 0.000
I -1.81 -5.97 -0.42 0.002
H 2.69 -3.89 -1.15 0.000
H 2.36 -5.31 -2.09 0.000
H 0.35 -6.50 -1.86 0.000
H -0.53 -5.11 -2.57 0.000
Se -0.56 -2.19 -3.15 0.792
Te -2.16 -1.82 0.16 0.030
C -3.98 -1.55 -0.88 0.005
C -4.18 -0.45 -1.70 0.003
C -5.43 -0.24 -2.28 0.000
C -6.47 -1.13 -2.04 0.000
C -6.26 -2.24 -1.23 0.000
C -5.01 -2.46 -0.65 0.000
C -2.60 -0.24 1.50 0.004
C -2.92 -0.58 2.81 0.002
C -3.21 0.42 3.73 0.000
C -3.17 1.75 3.36 0.000
C -2.85 2.09 2.05 0.000
C -2.56 1.10 1.12 0.000
H -3.36 0.23 -1.91 0.000
H -5.58 0.62 -2.92 0.000
H -7.44 -0.96 -2.48 0.000
H -7.06 -2.95 -1.06 0.000
H -4.85 -3.32 -0.02 0.000
H -2.95 -1.62 3.10 0.000
H -3.46 0.14 4.75 0.000
H -3.39 2.53 4.09 0.000
H -2.82 3.13 1.75 0.000
H -2.32 1.37 0.10 0.000
```

Summary:
Charge: 0
Spin multiplicity: 2
<S²>: 0.765
HOMO level (alpha / beta) (eV): -7.0 / -6.7



# 2
Entry from OMol25: C3H7NO as an isolated structure in a non-equilibrium geometry (ωB97M-V/def2-TZVPD).

XYZ file:
```
12
Properties=species:S:1:pos:R:3:lowdin_charge:R:1
C 1.31 -1.14 0.66 -0.168
C -0.23 1.33 -0.88 -0.338
C -1.25 0.40 -0.39 0.070
N 0.28 -1.89 0.77 0.004
O 0.24 1.04 0.39 -0.138
H -0.15 -1.86 1.69 0.038
H 1.88 -1.16 -0.26 0.064
H 1.62 -0.39 1.40 0.065
H 0.37 0.98 -1.73 0.114
H -0.54 2.38 -0.99 0.109
H -2.01 0.79 0.27 0.089
H -1.52 -0.49 -0.93 0.090
```

Summary:
Energy above the lowest of the compared OMol25 structures with the same formula, charge and spin (kcal/mol): 108.9
Charge: 0
HOMO level (eV): -9.6



> What is the charge in the second record?

0



> Which value of charge does entry 1 give?

0